Record 1
{"formula": "C27H33FN2O3", "method": "the ωB97M-V functional and the def2-TZVPD basis", "elements": ["C", "C", "C", "C", "C", "C", "C", "O", "N", "C", "C", "O", "N", "C", "C", "C", "C", "H", "H", "H", "H", "C", "C", "C", "C", "C", "C", "H", "H", "O", "C", "H", "H", "H", "H", "H", "H", "C", "C", "C", "C", "C", "C", "C", "H", "H", "F", "H", "H", "H", "H", "H", "H", "H", "H", "H", "H", "H", "H", "H", "H", "H", "H", "H", "H", "H"], "positions_angstrom": [[-6.35380, -1.34352, 1.60759], [-6.02921, -0.58027, 0.32847], [-4.54905, -0.64319, -0.05055], [-4.08784, -2.04728, -0.43852], [-2.69693, -2.06363, -1.06859], [-1.60321, -1.61188, -0.10397], [-0.22649, -1.86294, -0.68861], [-0.05213, -2.38142, -1.77365], [0.83311, -1.50985, 0.09012], [0.71681, -0.93259, 1.40364], [1.97036, -0.19533, 1.86357], [2.44535, -0.46491, 2.95427], [2.49272, 0.77521, 1.08224], [2.10487, 1.16153, -0.27227], [2.73379, 0.27815, -1.32456], [2.78577, -1.04446, -1.33492], [2.14513, -1.96483, -0.34027], [2.01673, -2.94369, -0.81274], [2.78365, -2.08366, 0.54071], [3.31260, -1.53627, -2.13960], [3.21220, 0.81968, -2.12891], [0.61883, 1.39932, -0.45736], [-0.02826, 1.06085, -1.64056], [-1.34979, 1.39961, -1.83801], [-2.06623, 2.08431, -0.85465], [-1.42603, 2.41718, 0.33483], [-0.09386, 2.08541, 0.51651], [0.39605, 2.36771, 1.43815], [-1.94504, 2.94471, 1.11953], [-3.36004, 2.37651, -1.15384], [-4.13135, 3.07748, -0.20850], [-3.70681, 4.06360, 0.00506], [-4.23403, 2.51382, 0.72417], [-5.11303, 3.19962, -0.66302], [-1.85381, 1.14528, -2.75626], [0.50417, 0.52660, -2.41134], [2.56015, 2.15439, -0.40552], [3.73698, 1.38792, 1.54231], [4.91305, 0.83641, 0.78221], [5.54189, 1.57310, -0.21219], [6.58374, 1.02982, -0.94282], [6.98194, -0.26454, -0.66738], [6.37903, -1.02038, 0.32223], [5.34520, -0.45891, 1.04626], [4.86658, -1.02403, 1.83171], [6.72349, -2.02377, 0.51570], [7.99163, -0.80407, -1.38113], [7.08296, 1.59221, -1.71586], [5.22365, 2.58499, -0.41763], [3.66562, 2.47231, 1.42002], [3.82913, 1.14997, 2.60480], [-0.11944, -0.23079, 1.43658], [0.54132, -1.71100, 2.16173], [-1.71660, -0.54939, 0.11294], [-1.68285, -2.16556, 0.83596], [-2.46343, -3.07474, -1.40669], [-2.67926, -1.41636, -1.94665], [-4.79763, -2.46293, -1.15744], [-4.08874, -2.69443, 0.44089], [-4.37632, 0.02606, -0.89604], [-3.95391, -0.28050, 0.79112], [-6.31262, 0.46725, 0.46099], [-6.62770, -0.98018, -0.49300], [-5.73781, -0.98762, 2.43121], [-6.17681, -2.40808, 1.48057], [-7.39845, -1.20406, 1.87698]], "relative_energy_kcal_mol": 0.0, "orbital_gap_ev": 9.22, "charge": 0, "mol_weight_da": 452.570, "homo_energy_ev": -8.62}

***

Record 2
{"formula": "C52H138N8O13", "method": "the ωB97M-V functional and the def2-TZVPD basis", "elements": ["C", "C", "C", "O", "C", "N", "H", "H", "H", "H", "H", "H", "H", "H", "H", "H", "H", "C", "C", "C", "O", "C", "N", "H", "H", "H", "H", "H", "H", "H", "H", "H", "H", "H", "C", "C", "C", "O", "C", "N", "H", "H", "H", "H", "H", "H", "H", "H", "H", "H", "H", "C", "C", "C", "O", "C", "N", "H", "H", "H", "H", "H", "H", "H", "H", "H", "H", "H", "C", "C", "C", "O", "C", "N", "H", "H", "H", "H", "H", "H", "H", "H", "H", "H", "H", "C", "C", "C", "O", "C", "N", "H", "H", "H", "H", "H", "H", "H", "H", "H", "H", "H", "C", "C", "C", "O", "C", "N", "H", "H", "H", "H", "H", "H", "H", "H", "H", "H", "H", "C", "C", "C", "O", "C", "N", "H", "H", "H", "H", "H", "H", "H", "H", "H", "H", "H", "C", "C", "O", "C", "C", "H", "H", "H", "H", "H", "H", "H", "H", "H", "H", "C", "C", "O", "C", "C", "H", "H", "H", "H", "H", "H", "H", "H", "H", "H", "C", "C", "O", "C", "C", "H", "H", "H", "H", "H", "H", "H", "H", "H", "H", "C", "C", "O", "C", "C", "H", "H", "H", "H", "H", "H", "H", "H", "H", "H", "C", "C", "O", "C", "C", "H", "H", "H", "H", "H", "H", "H", "H", "H", "H"], "positions_angstrom": [[-5.43130, -1.53749, -0.20931], [-4.85458, -1.03544, -1.55659], [-5.89319, -1.16071, -2.68976], [-5.29471, -0.89920, -3.92671], [-6.18150, -1.24729, -4.96415], [-4.51615, 0.36446, -1.44673], [-4.61086, -1.53404, 0.50491], [-5.79223, -2.57063, -0.32253], [-6.22311, -0.92338, 0.20708], [-4.01508, -1.69811, -1.85230], [-6.73236, -0.54713, -2.42991], [-6.24381, -2.17719, -2.63898], [-5.75443, -0.87675, -5.89044], [-7.12656, -0.73245, -4.80147], [-6.24966, -2.31905, -4.96786], [-3.73944, 0.50457, -0.76573], [-4.15788, 0.70663, -2.33780], [5.40523, 2.76148, 1.78918], [6.86351, 2.25286, 1.74219], [6.94312, 0.99911, 0.88701], [6.07688, -0.01222, 1.42402], [6.18037, -1.24111, 0.77783], [7.69141, 3.33897, 1.24974], [5.04793, 3.05843, 0.81577], [5.27708, 3.63630, 2.43603], [4.70874, 1.97745, 2.14020], [7.17908, 1.98659, 2.75886], [7.97616, 0.64386, 0.90374], [6.60286, 1.24050, -0.10860], [5.77579, -2.00358, 1.44722], [7.22347, -1.46014, 0.52920], [5.56842, -1.24017, -0.11057], [8.68082, 3.13515, 1.17518], [7.42237, 3.74486, 0.34670], [1.72991, -2.88618, 6.61026], [1.35625, -2.86071, 5.15009], [2.52113, -2.43236, 4.26573], [3.01296, -1.14565, 4.55131], [4.10099, -0.74064, 3.72569], [0.92409, -4.22079, 4.76701], [2.46097, -3.68846, 6.74727], [0.84097, -3.04402, 7.24094], [2.26757, -1.97902, 6.96994], [0.48902, -2.20749, 5.00587], [2.18683, -2.48775, 3.20458], [3.30442, -3.18051, 4.39886], [3.88877, -0.93896, 2.66467], [5.01792, -1.29734, 3.94710], [4.25572, 0.34041, 3.92336], [0.81468, -4.31662, 3.74971], [1.49280, -4.98515, 5.10020], [1.45188, -3.05999, -1.96550], [2.19771, -3.98967, -1.01958], [3.54622, -4.30068, -1.61977], [3.42087, -5.07399, -2.79846], [4.67464, -5.61994, -3.13283], [2.29837, -3.29740, 0.28163], [1.26953, -3.54779, -2.91342], [1.98454, -2.10717, -2.15274], [0.50390, -2.88041, -1.45379], [1.61419, -4.90919, -0.89733], [4.11494, -4.81389, -0.84166], [4.11056, -3.37233, -1.76651], [5.11860, -6.14529, -2.28382], [5.42250, -4.89501, -3.42646], [4.51940, -6.32208, -3.95021], [2.55638, -3.88581, 1.04983], [2.92482, -2.48458, 0.26730], [-1.41615, -2.02565, -4.77909], [-1.25802, -0.74566, -5.57824], [-0.13526, -0.77444, -6.54167], [1.07147, -1.08161, -5.84486], [2.19952, -0.95117, -6.69642], [-2.47569, -0.39784, -6.24875], [-1.77398, -2.78263, -5.44850], [-2.17605, -1.86661, -4.00409], [-0.50863, -2.40135, -4.34196], [-1.02457, 0.01708, -4.82776], [-0.02236, 0.23269, -6.95937], [-0.30566, -1.46378, -7.35914], [3.04452, -0.84237, -6.00821], [2.18178, -0.01756, -7.25622], [2.40337, -1.79902, -7.33522], [-3.26119, -0.65730, -5.68047], [-2.57515, 0.58189, -6.50180], [-3.43909, -3.92583, 2.24156], [-2.19199, -3.02171, 1.85768], [-1.67639, -2.32807, 3.04874], [-2.46327, -1.19333, 3.31694], [-2.10830, -0.54147, 4.51294], [-1.16635, -4.03242, 1.37355], [-3.18401, -4.88600, 2.70752], [-4.01411, -4.19884, 1.34440], [-4.10698, -3.37987, 2.91431], [-2.47604, -2.31076, 1.09526], [-0.62015, -2.11376, 2.88685], [-1.62294, -2.97440, 3.92819], [-1.20998, 0.05826, 4.35921], [-1.90175, -1.28337, 5.32019], [-2.94093, 0.11116, 4.79829], [-1.56010, -4.54499, 0.59205], [-0.34257, -3.59187, 0.98750], [-3.95108, -8.71395, -2.13344], [-3.38949, -7.55774, -1.26804], [-2.99464, -6.39530, -2.20531], [-2.58794, -5.35755, -1.39937], [-2.49544, -4.16016, -2.11938], [-4.35078, -7.25062, -0.24622], [-4.19124, -9.55706, -1.50787], [-3.33297, -8.97349, -2.99706], [-4.90012, -8.46175, -2.61110], [-2.46944, -7.93815, -0.79114], [-3.83243, -6.12510, -2.90383], [-2.16365, -6.71822, -2.87580], [-1.98634, -4.27841, -3.05951], [-1.94053, -3.43186, -1.51616], [-3.48632, -3.71137, -2.30048], [-5.28045, -6.98947, -0.58445], [-4.01423, -6.54131, 0.38590], [-0.44594, 0.60310, -1.44436], [-0.72961, -0.21659, -0.15505], [0.48037, -0.19786, 0.67651], [0.67648, 1.11207, 1.19499], [1.81084, 1.17468, 2.10381], [-1.92608, 0.33714, 0.51267], [0.39496, 0.11186, -2.01174], [-0.15126, 1.61612, -1.21976], [-1.38318, 0.57977, -2.02985], [-0.95326, -1.26258, -0.47900], [1.30507, -0.59756, 0.08914], [0.36813, -0.86146, 1.56537], [2.75063, 0.87867, 1.64607], [1.57500, 0.54441, 2.94507], [1.94402, 2.22030, 2.46265], [-2.07122, -0.20442, 1.36558], [-1.75845, 1.30120, 0.83914], [2.03316, 5.25795, 2.04706], [1.87725, 4.70200, 0.64440], [1.17640, 5.70248, -0.12983], [0.95392, 5.32955, -1.48507], [0.27922, 6.53487, -2.22393], [2.45950, 4.45182, 2.67708], [2.73983, 6.11370, 2.03127], [1.05372, 5.55476, 2.52085], [2.86247, 4.46437, 0.20953], [1.31277, 3.78156, 0.71527], [1.91021, 5.03393, -1.90718], [0.28811, 4.46195, -1.49982], [0.00969, 6.15621, -3.20431], [1.01240, 7.33269, -2.38387], [-0.64038, 6.89367, -1.74392], [-1.44911, 4.24181, 1.11943], [-1.04420, 3.55873, 2.35484], [-1.41212, 4.36861, 3.45973], [-1.21927, 3.67723, 4.69729], [-1.86843, 4.43657, 5.84547], [-1.19331, 3.64730, 0.23106], [-2.53232, 4.38917, 1.07951], [-0.92321, 5.19613, 0.98315], [-1.56666, 2.62327, 2.49518], [0.04714, 3.35737, 2.45472], [-1.63468, 2.67375, 4.64757], [-0.15419, 3.56317, 4.80487], [-1.28849, 4.11932, 6.71450], [-2.92693, 4.18207, 6.03642], [-1.67458, 5.46845, 5.72657], [-2.58587, 3.44582, -3.12910], [-2.88123, 4.90020, -3.39883], [-2.35001, 5.34463, -4.62294], [-2.58986, 6.74456, -4.87655], [-1.92338, 7.01554, -6.15674], [-1.48051, 3.24367, -3.04325], [-3.09860, 3.15973, -2.21646], [-2.96063, 2.80945, -3.97550], [-3.92846, 5.13226, -3.40304], [-2.45492, 5.49653, -2.58742], [-3.66064, 6.94202, -4.96072], [-2.23732, 7.30530, -3.97339], [-2.36531, 6.36640, -6.93185], [-0.83579, 6.86250, -6.14480], [-2.09482, 8.05922, -6.47109], [1.41000, 3.88225, -4.77234], [2.06276, 2.56799, -4.34815], [2.41179, 2.62226, -2.96295], [3.24564, 1.48425, -2.64678], [3.42444, 1.48348, -1.13016], [0.53162, 4.03383, -4.18689], [2.10428, 4.70423, -4.65428], [1.07318, 3.82284, -5.81488], [1.42108, 1.69179, -4.47873], [2.93357, 2.39175, -4.96457], [2.68913, 0.60962, -2.92892], [4.18713, 1.58953, -3.23456], [4.06666, 2.31202, -0.81358], [3.95972, 0.59264, -0.79195], [2.47962, 1.51078, -0.58857], [-3.08819, 1.13598, 7.84016], [-1.68665, 0.50618, 7.90782], [-0.84793, 1.21225, 7.01761], [0.46995, 0.65839, 6.93749], [1.36294, 1.53956, 6.11295], [-3.59514, 0.96023, 6.85511], [-3.71646, 0.65686, 8.62143], [-2.95696, 2.19999, 7.99392], [-1.24656, 0.65977, 8.88915], [-1.69625, -0.55193, 7.65873], [0.96966, 0.51505, 7.86575], [0.45637, -0.31472, 6.53396], [0.97574, 1.62044, 5.09708], [2.36452, 1.07278, 6.07769], [1.53103, 2.52420, 6.56622]], "relative_energy_kcal_mol": 0.0, "orbital_gap_ev": 8.98, "charge": 0, "mol_weight_da": 1083.719, "homo_energy_ev": -8.63}

***

What is the formula in the second record?
C52H138N8O13